Here is a molecular structure, C4H11CsNO5S from the Open Molecules 2025 dataset. Energies are from ωB97M-V/def2-TZVPD.

Properties
HOMO: -0.05782 Eh
charge: -1

Last column: natural (NBO) charge in e.
Positions of all 23 atoms, in Å:
Cs: -5.599 -1.563 2.592  0.725
S: -4.732 1.838 -2.392  2.578
O: -5.580 1.538 -3.545  -1.047
O: -5.485 2.100 -1.154  -1.113
O: -3.978 0.594 -2.372  -1.059
O: -3.828 2.950 -2.727  -1.083
C: 3.042 -1.749 -0.162  -0.602
C: 1.624 -1.410 -0.130  -0.079
C: 1.084 -0.592 1.008  -0.069
O: 1.621 0.707 1.028  -0.559
C: 1.457 1.482 2.183  -0.234
N: 1.306 -0.821 -1.398  -0.809
H: 3.295 -2.287 0.751  0.189
H: 3.643 -0.844 -0.078  0.205
H: 3.356 -2.421 -0.961  0.224
H: 1.150 -2.390 -0.071  0.175
H: 1.378 -1.178 1.880  0.153
H: 0.009 -0.517 0.847  0.178
H: 1.760 2.522 2.065  0.197
H: 1.943 0.984 3.022  0.154
H: 0.383 1.499 2.370  0.165
H: 1.801 0.060 -1.411  0.349
H: 0.350 -0.501 -1.342  0.361

---

Here is 3 unconnected molecules or ions with the total composition C4H13NOS2 from the Open Molecules 2025 dataset. Energies are from ωB97M-V/def2-TZVPD.

Properties
<S²>: 1.76
HOMO (spin up / spin down): -0.44097 / -0.45447 Eh
charge: +1
2S+1: 2

Last column: natural (NBO) charge in e.
Positions of all 21 atoms, in Å:
N: 2.704 1.123 0.283  -0.344
C: 1.313 1.316 0.052  -0.135
C: 0.361 0.970 1.199  -0.611
C: 0.934 0.603 -1.249  -0.615
S: 1.524 -1.145 -1.209  0.231
S: -2.828 1.016 -0.520  0.086
C: -3.261 -0.755 -0.634  -0.775
H: 3.012 1.074 1.256  0.412
H: 3.045 0.254 -0.175  0.400
H: 1.204 2.363 -0.327  0.290
H: 0.470 -0.110 1.330  0.242
H: -0.639 1.196 0.808  0.261
H: 0.530 1.610 2.061  0.245
H: 1.346 1.053 -2.167  0.285
H: -0.118 0.687 -1.546  0.303
H: -3.290 -1.112 0.393  0.252
H: -4.238 -0.665 -1.115  0.251
H: -2.607 -1.428 -1.182  0.221
H: 0.166 -3.284 1.464  0.494
H: 0.534 -2.223 0.351  0.440
O: -0.162 -2.543 0.926  -0.935

---

Here is a molecular structure, C15H43ClO13PS from the Open Molecules 2025 dataset. Energies are from ωB97M-V/def2-TZVPD.

Properties
HOMO: -0.18675 Eh
charge: -1

Last column: Mulliken charge in e.
Positions of all 74 atoms, in Å:
O: -6.614 3.280 -0.021  -0.587
C: -5.560 3.739 -0.543  0.330
O: -4.434 2.909 -0.625  -0.576
O: -5.369 5.088 -1.032  -0.178
S: -5.864 6.262 0.066  0.642
O: -7.300 6.579 -0.330  -0.529
O: -5.996 5.646 1.634  -0.243
P: -4.452 5.266 2.317  0.449
O: -3.860 6.556 3.283  -0.526
Cl: -4.926 3.747 3.754  -0.140
H: -3.796 7.393 2.773  0.324
C: -1.434 0.333 0.943  -0.492
C: -2.113 -0.181 -0.311  0.179
O: -3.513 0.040 -0.234  -0.540
H: -1.834 -0.167 1.829  0.303
H: -0.355 0.164 0.899  -0.178
H: -1.617 1.404 1.070  0.379
H: -1.946 -1.255 -0.422  0.120
H: -1.725 0.324 -1.202  -0.056
H: -3.651 0.997 -0.144  0.354
C: 1.872 -1.523 -2.272  -0.931
C: 1.519 -2.710 -1.398  -0.269
O: 0.122 -2.725 -1.131  -0.506
H: 1.583 -0.588 -1.785  0.266
H: 2.945 -1.497 -2.479  0.312
H: 1.331 -1.568 -3.222  0.308
H: 2.045 -2.650 -0.442  0.250
H: 1.795 -3.650 -1.886  0.230
H: -0.336 -2.787 -1.980  0.311
C: 2.001 -0.254 2.546  -0.862
C: 2.278 0.797 3.603  -0.363
O: 1.139 1.629 3.779  -0.495
H: 1.744 0.217 1.595  0.148
H: 2.873 -0.897 2.397  0.370
H: 1.149 -0.877 2.834  0.360
H: 3.115 1.431 3.302  0.295
H: 2.525 0.331 4.563  0.262
H: 0.404 1.064 4.054  0.285
C: 5.581 -2.582 -5.288  -1.092
C: 5.224 -3.769 -4.414  0.059
O: 3.825 -3.781 -4.152  -0.461
H: 5.292 -1.647 -4.801  0.254
H: 6.654 -2.556 -5.492  0.330
H: 5.042 -2.626 -6.239  0.377
H: 5.747 -3.709 -3.457  0.041
H: 5.500 -4.710 -4.900  0.264
H: 3.370 -3.842 -5.003  0.269
C: -6.932 -0.112 6.019  -1.000
C: -5.859 0.897 6.378  -0.284
O: -5.322 1.482 5.200  -0.479
H: -6.522 -0.896 5.377  0.260
H: -7.350 -0.574 6.918  0.330
H: -7.742 0.367 5.461  0.330
H: -5.042 0.411 6.916  0.251
H: -6.266 1.692 7.012  0.265
H: -6.048 1.917 4.733  0.313
C: -0.997 2.243 -4.070  -1.005
C: -0.725 3.294 -3.011  -0.182
O: -1.863 4.125 -2.840  -0.492
H: -1.250 2.716 -5.023  0.311
H: -0.125 1.600 -4.215  0.275
H: -1.850 1.621 -3.786  0.303
H: 0.114 3.928 -3.309  0.320
H: -0.482 2.827 -2.051  0.189
H: -2.601 3.556 -2.567  0.272
C: 7.460 -5.732 -0.331  -1.058
C: 7.834 -4.321 -0.741  -0.216
O: 6.727 -3.681 -1.364  -0.476
H: 7.145 -6.313 -1.202  0.255
H: 8.304 -6.237 0.144  0.350
H: 6.617 -5.722 0.366  0.336
H: 8.661 -4.337 -1.454  0.279
H: 8.138 -3.730 0.129  0.254
H: 6.002 -3.663 -0.725  0.253

---

DFT total energy in eV, matching the order above: -27433.843, -29554.947, -75515.878
Largest force on an atom in eV/A, matching the order above: 3.870, 2.740, 7.955
Energy above the lowest of the compared OMol25 structures with the same formula, charge and spin in kcal/mol, matching the order above: 118.9, 82.6, 25.5